# 1
The following is a DFT calculation (ωB97M-V/def2-TZVPD) of a structure of composition C34H44CoN6O8S3Se.

XYZ file:
```
97
Properties=species:S:1:pos:R:3:forces:R:3
Co -0.62912 -0.66610 0.76295 0.425 -0.403 0.598
O -2.48798 3.09987 -1.98702 -0.195 0.219 -0.298
C -2.00190 2.20434 -1.26528 -0.188 -0.358 0.109
O -0.86470 1.71875 -1.29410 0.105 -0.270 -0.192
C -2.93406 1.70109 -0.14013 -0.081 0.065 0.066
C -4.20088 2.27310 -0.04860 0.028 -0.025 0.049
C -5.04203 1.91168 0.98738 0.017 0.018 0.010
C -4.59467 0.97761 1.90299 0.031 0.036 -0.023
C -3.33058 0.43484 1.73072 0.038 -0.081 0.006
N -2.50704 0.78549 0.73939 0.111 0.034 -0.391
C -2.86991 -0.67840 2.66205 -0.129 0.208 -0.002
O -3.57121 -0.93566 3.64217 -0.048 -0.051 0.056
O -1.81944 -1.27659 2.29381 0.208 0.046 -0.312
H -4.46907 3.00006 -0.80016 0.002 0.018 -0.019
H -6.02753 2.35475 1.08094 -0.017 -0.002 -0.002
H -5.17834 0.63546 2.74436 -0.013 -0.015 0.025
C 3.26033 -3.21157 1.35399 0.004 0.015 0.045
C 2.23908 -2.19599 0.89417 -0.043 0.033 -0.108
S 0.83649 -1.98048 1.92799 -0.150 -0.030 -0.273
C 2.35684 -1.48768 -0.23977 -0.169 -0.163 0.005
C 3.51352 -1.62607 -1.19148 0.055 0.005 0.024
S 1.14502 -0.30172 -0.71082 -0.522 -0.148 -0.098
H 2.89911 -3.72035 2.24766 0.001 0.005 0.007
H 4.22337 -2.75041 1.60106 0.025 0.010 0.007
H 3.44578 -3.97293 0.59131 0.011 -0.028 -0.023
H 4.28335 -2.29689 -0.80609 0.034 -0.017 0.005
H 3.97500 -0.65201 -1.38836 -0.009 -0.001 -0.011
H 3.18224 -2.01100 -2.16116 -0.033 -0.007 -0.012
C -1.15147 5.74484 3.27580 0.012 0.018 -0.010
C -0.04447 5.93156 2.24423 -0.019 0.021 -0.012
C -0.50229 5.62201 0.81986 -0.015 -0.061 0.070
C -0.69477 4.13320 0.53867 0.058 0.112 -0.001
N 0.56384 3.41065 0.58239 0.009 0.060 0.110
C 0.96585 2.54992 1.55625 0.040 -0.211 -0.275
Se 0.04994 2.08313 3.06631 -0.114 0.123 0.199
N 2.16049 2.03332 1.16497 0.133 0.263 0.204
C 2.90204 0.97268 1.82714 0.036 0.094 -0.005
C 4.15788 1.50266 2.51252 -0.050 -0.036 0.022
C 3.88444 2.33883 3.76074 0.019 -0.005 0.002
C 3.37419 1.50315 4.92953 0.017 0.000 -0.001
C 2.51305 2.55296 -0.06337 -0.044 0.136 -0.042
C 3.59691 2.31019 -0.88921 0.005 0.069 -0.011
C 3.62724 2.97673 -2.10627 0.024 -0.027 0.037
C 2.59960 3.84136 -2.48716 -0.030 0.006 0.011
C 1.50806 4.07431 -1.66196 0.016 -0.017 -0.005
C 1.49184 3.42297 -0.44129 0.093 -0.036 0.025
H -0.82491 6.06282 4.26757 0.018 -0.004 0.028
H -1.43688 4.69601 3.35054 -0.013 -0.026 -0.012
H -2.03470 6.33059 3.00650 -0.023 0.027 -0.002
H 0.79748 5.28162 2.50025 0.015 0.004 0.008
H 0.32801 6.96057 2.28431 -0.005 0.014 0.003
H 0.21731 6.02485 0.10116 0.017 -0.005 -0.005
H -1.45634 6.12368 0.62547 0.000 0.011 -0.024
H -1.13066 3.97799 -0.44938 0.144 0.253 0.160
H -1.35202 3.66482 1.27187 0.016 0.009 0.006
H 3.14045 0.23360 1.06013 0.038 0.080 0.103
H 2.21623 0.47954 2.51592 0.027 0.010 0.003
H 4.73315 2.09047 1.79008 0.015 0.010 -0.003
H 4.77869 0.64192 2.78513 0.008 -0.009 -0.011
H 3.14901 3.11266 3.51996 -0.006 0.012 0.018
H 4.80512 2.85584 4.05312 0.010 0.004 -0.011
H 2.37046 1.12957 4.73149 -0.021 -0.025 -0.025
H 3.33274 2.09252 5.84773 -0.025 0.024 0.016
H 4.02994 0.64637 5.10734 0.027 -0.006 0.019
H 4.36361 1.59929 -0.61423 0.019 0.004 0.011
H 4.45192 2.79982 -2.78520 0.013 -0.007 -0.020
H 2.63869 4.31838 -3.45825 0.006 0.009 -0.017
H 0.68248 4.69640 -1.97834 -0.030 -0.009 -0.005
C -0.72971 -7.52793 -2.01091 0.056 0.005 0.006
C -1.31709 -6.67020 -3.12339 0.168 -0.107 -0.100
S -0.29656 -5.23289 -3.39306 -0.112 0.068 0.005
O 0.74994 -5.61160 -4.31605 -0.034 0.041 0.069
O 0.03000 -4.65904 -2.11940 0.017 0.010 0.008
C -1.32730 -4.07277 -4.28530 -0.047 0.026 0.014
C -2.66095 -3.60115 -3.68415 0.098 0.029 0.149
N -2.59622 -3.10770 -2.31477 0.182 -0.254 0.076
C -1.83059 -2.04306 -1.96040 -0.425 0.093 0.357
N -1.86420 -1.84089 -0.64556 0.116 -0.200 -0.177
C -2.65064 -2.80052 -0.11620 0.062 -0.079 -0.133
C -3.12008 -3.61535 -1.11596 -0.007 0.106 -0.170
N -4.06962 -4.65128 -0.95027 -0.090 -0.144 -0.305
O -4.41873 -5.34542 -1.92083 0.397 0.343 -0.078
O -4.52448 -4.82082 0.16300 0.085 0.002 0.108
C -1.17648 -1.17597 -2.96458 0.093 0.177 0.102
H -1.40926 -8.35053 -1.78967 0.012 -0.010 -0.011
H -0.59269 -6.93519 -1.10763 -0.026 -0.001 -0.004
H 0.23796 -7.93864 -2.30004 -0.015 0.010 0.004
H -2.31383 -6.33098 -2.86940 -0.274 0.139 0.103
H -1.33821 -7.19249 -4.08094 -0.080 -0.003 0.022
H -1.51833 -4.53675 -5.25356 -0.009 0.044 -0.048
H -0.63905 -3.23673 -4.43740 -0.069 -0.099 -0.018
H -3.40378 -4.38187 -3.72043 -0.151 -0.213 0.052
H -3.01345 -2.77662 -4.31143 -0.009 -0.136 0.000
H -2.82917 -2.86416 0.94359 0.007 0.018 0.065
H -1.78280 -1.12896 -3.87423 0.082 0.044 0.017
H -0.16939 -1.53053 -3.19171 0.004 0.042 0.052
H -1.05907 -0.17691 -2.54163 0.037 0.046 0.031
```
Forces are in eV/Å.

Results
E_HOMO (alpha / beta) = -0.7 / -0.8 eV
multiplicity = 2
net charge = -2
E_LUMO (alpha / beta) = 3.4 / 3.4 eV



# 2
The following is a DFT calculation (ωB97M-V/def2-TZVPD) of a cluster of 4 separate species, C3H9NO2S2 in total in a non-equilibrium geometry.

XYZ file:
```
17
Properties=species:S:1:pos:R:3:forces:R:3
S 3.06561 -0.13798 4.05350 -0.837 -0.984 -1.433
S -0.76282 0.45029 1.04838 0.890 0.218 0.214
C -1.55820 0.00088 -0.54151 -1.450 -0.398 2.172
C -0.90317 0.20896 -1.80918 0.350 0.543 -0.254
C -0.84078 -0.88802 -2.72850 2.148 -0.767 -0.528
N -0.32392 -0.56438 -4.00705 -0.877 0.186 -1.401
O -1.03949 -2.08274 -2.50554 -1.105 0.611 0.275
H 3.01482 -0.09155 5.43851 -0.933 -0.529 -1.025
H -2.56917 0.47880 -0.34364 0.949 -0.272 -1.068
H -1.72455 -1.06727 -0.36699 -0.219 0.096 -0.740
H -0.34218 1.12723 -2.10116 -0.772 -0.684 0.430
H 1.59873 -0.91400 2.93709 1.812 1.324 2.212
H -0.73692 -1.10910 -4.75931 0.541 -0.098 0.460
H 0.56143 -0.14633 -4.24669 -0.236 0.186 0.619
H 0.32988 1.45909 2.70366 0.291 0.216 0.252
H 1.54960 1.43644 3.69697 -0.494 0.104 -0.319
O 0.68113 1.83967 3.53147 -0.061 0.248 0.136
```
Forces are in eV/Å.

Results
E_HOMO (alpha / beta) = -3.4 / -3.4 eV
multiplicity = 2
net charge = -1
E_LUMO (alpha / beta) = 1.8 / 1.7 eV